1.
A structure of composition C17H34N3OPSSiZr. Source: the Open Molecules 2025 dataset; level of theory: ωB97M-V with the def2-TZVPD basis set.

```
! RIJCOSX wB97M-V def2-TZVPD def2/J DEFGRID3
* xyz 0 1
Zr 0.144 -0.195 -0.598
S 2.528 0.594 -1.218
P -2.367 -1.136 -0.164
Si -0.732 -1.390 -2.870
O -1.073 1.452 -0.216
N 3.327 2.841 0.049
N 2.185 1.294 1.357
N 0.701 -1.735 0.500
C -1.667 2.837 -0.266
C -3.729 -0.606 -1.264
C 1.749 -5.227 0.064
C -1.202 -0.068 -4.183
C 1.174 -3.990 -0.203
C 2.268 -5.511 1.337
C 2.430 2.049 2.602
C 2.177 -4.547 2.355
C -2.594 -2.937 -0.034
C -3.095 -0.612 1.424
C 2.672 3.503 2.291
C 2.712 1.647 0.158
C -2.163 3.169 -1.676
C -0.509 3.737 0.132
C 1.608 -3.304 2.106
C 3.713 3.655 1.210
C 1.147 -2.952 0.795
H -2.530 -1.043 2.261
H 1.800 -5.979 -0.726
H -2.247 0.264 -4.075
H 3.791 3.006 -0.838
H -3.584 -0.989 -2.283
H -2.290 -3.422 -0.968
H -3.059 3.786 -1.593
H -1.076 -0.497 -5.192
H -0.222 3.591 1.177
H -1.687 -2.499 -3.195
H -2.423 2.303 -2.289
H -2.477 3.095 0.396
H 4.697 3.325 1.567
H -1.975 -3.316 0.789
H 1.742 3.990 1.989
H -4.659 -1.011 -0.840
H -0.776 4.791 0.000
H 3.801 4.688 0.868
H 2.737 -6.482 1.532
H 0.605 -1.893 -3.351
H 1.512 -2.552 2.889
H 0.755 -3.758 -1.186
H -3.077 0.482 1.506
H -1.433 3.779 -2.221
H -3.654 -3.133 0.173
H -3.775 0.493 -1.285
H 1.554 1.912 3.239
H 3.300 1.611 3.109
H 1.986 0.292 1.469
H -0.544 0.813 -4.097
H 3.025 4.004 3.193
H 2.565 -4.782 3.348
H -4.135 -0.970 1.466
H 0.350 3.532 -0.521
*
```

Gap between HOMO and LUMO ... 6.18 eV

***

2.
A structure of composition C17H35AlBCaClF8O4. Source: the Open Molecules 2025 dataset; level of theory: ωB97M-V with the def2-TZVPD basis set.

```
! RIJCOSX wB97M-V def2-TZVPD def2/J DEFGRID3
* xyz 0 1
Ca 2.529 -0.624 -3.782
Cl -8.708 -2.193 -1.396
Al -3.642 -1.035 2.474
F 2.591 1.325 1.300
F -9.975 0.525 1.338
F 5.502 2.876 -3.377
F -9.558 0.592 -0.760
F 2.866 -2.874 3.457
F -0.855 0.386 3.548
F 0.944 -4.330 -1.496
F -8.642 -0.947 0.482
O -2.577 3.055 0.635
O -7.815 2.212 1.417
O 6.035 4.931 -3.177
O -6.795 0.876 -0.073
C 4.580 3.726 -0.495
C 2.976 -3.109 -0.398
C -5.594 1.650 0.021
C -7.816 1.272 0.680
C 0.101 -2.370 2.100
C -9.017 0.356 0.432
C 3.416 -2.622 -1.770
C -1.768 0.168 -0.221
C 4.848 -0.567 -1.042
C -0.797 -0.297 0.911
C -4.823 1.295 1.270
C 4.471 0.016 0.311
C -0.933 -1.804 1.087
C 4.150 2.632 -0.200
C 1.735 -2.343 0.125
C 3.647 -1.076 -1.795
C 1.304 -2.997 1.414
B 3.418 1.259 0.139
H -4.637 0.206 1.293
H 0.976 -2.467 -0.686
H -0.862 -2.358 0.144
H 2.685 -4.156 -0.425
H 5.521 -1.426 -0.879
H 3.853 -0.800 -2.879
H -1.079 0.219 1.852
H 0.437 -1.618 2.833
H 4.133 -0.726 1.046
H 1.153 -4.070 1.212
H -0.414 -3.151 2.675
H 2.266 -2.959 2.125
H 6.412 5.830 -3.101
H -1.400 -0.148 -1.206
H 2.643 1.016 -0.820
H -2.477 3.992 0.438
H 5.432 0.118 -1.670
H -2.167 2.954 1.506
H -5.815 2.716 -0.023
H 6.662 4.280 -3.574
H 4.300 -3.164 -2.122
H 2.661 -0.582 -1.510
H -5.002 1.405 -0.859
H 2.551 -2.869 -2.452
H 0.219 -0.073 0.575
H 3.795 -2.907 0.309
H 5.707 4.594 -2.303
H 2.050 -1.297 0.267
H -2.772 -0.258 -0.041
H -1.922 -2.018 1.511
H -5.383 1.542 2.175
H -1.828 1.262 -0.143
H 4.978 4.717 -0.470
H 5.403 0.411 0.743
H -3.873 1.823 1.297
*
```

Gap between HOMO and LUMO ... 1.33 eV

***

3.
A cluster of 3 separate species, C17H35BNO4 in total. Source: the Open Molecules 2025 dataset; level of theory: ωB97M-V with the def2-TZVPD basis set.

```
! RIJCOSX wB97M-V def2-TZVPD def2/J DEFGRID3
* xyz 1 1
O 1.682 -2.499 0.069
O -5.543 3.457 -2.594
O -2.140 -0.192 0.226
O 5.434 -4.820 1.400
N 3.816 -1.113 1.607
C -7.023 5.305 -2.584
C 2.206 -4.811 1.008
C 6.672 -2.450 1.370
C -2.725 -0.900 -0.875
C -3.243 1.371 -1.169
C 1.247 -1.506 1.063
C 3.762 -2.623 1.670
C -5.844 5.640 -3.461
C 2.007 0.397 2.845
C 2.456 -0.457 1.518
C -2.583 1.172 0.178
C 2.314 0.045 4.258
C 6.953 -1.790 -0.106
C -6.933 3.798 -2.492
C -3.795 -0.002 -1.456
C 2.792 -3.333 0.555
C -4.818 4.622 -3.013
B 5.272 -3.325 1.473
H -6.104 5.471 -4.512
H 1.427 -0.397 4.912
H 1.039 -4.800 1.112
H -4.737 -0.144 -0.914
H -4.118 4.353 -3.809
H 2.648 -5.160 2.061
H 7.401 -2.551 -0.900
H 2.495 -5.600 0.167
H 3.409 -2.904 2.765
H -3.124 -1.857 -0.527
H -4.003 2.157 -1.159
H -2.489 1.632 -1.920
H 5.954 -5.073 2.242
H -7.456 3.317 -3.325
H 6.552 -1.563 2.160
H -5.496 6.670 -3.355
H 3.483 -3.546 -0.395
H 7.755 -0.921 0.055
H 2.528 0.333 0.626
H 0.671 -1.968 1.991
H -7.339 3.410 -1.553
H 1.412 1.417 2.669
H -3.978 -0.189 -2.517
H -6.884 5.749 -1.591
H 0.440 -0.820 0.512
H -3.295 1.321 0.996
H 6.007 -1.286 -0.598
H 4.388 -0.805 0.781
H -7.980 5.652 -2.982
H -1.932 -1.096 -1.605
H -1.731 1.841 0.330
H -4.246 4.987 -2.153
H 7.628 -3.050 1.696
H 4.338 -0.783 2.468
H 3.372 0.217 4.783
*
```

Gap between HOMO and LUMO ... 6.61 eV

***

4.
A structure of composition C17H35CrN6O3. Source: the Open Molecules 2025 dataset; level of theory: ωB97M-V with the def2-TZVPD basis set.

```
! RIJCOSX wB97M-V def2-TZVPD def2/J DEFGRID3
* xyz 2 2
Cr -0.296 0.067 -0.407
O -1.307 0.678 1.538
O -2.119 0.078 -0.641
O -4.299 -0.008 -0.143
N -0.134 -2.012 -0.763
N 1.759 -0.188 -0.090
N -0.137 2.188 -0.551
N 0.494 -1.298 2.382
N -0.053 0.360 -2.469
N 0.961 -1.507 4.527
C -2.761 0.564 1.604
C 1.172 2.916 -0.557
C 0.852 -2.782 4.042
C -0.311 -0.798 -3.390
C 2.251 -1.241 -1.011
C 1.290 -2.427 -0.984
C 0.570 -2.640 2.718
C -0.797 1.585 -2.887
C -3.389 1.892 1.987
C -1.469 -1.655 -2.916
C -3.158 -0.558 2.549
C -1.025 2.525 -1.701
C 2.689 0.972 0.017
C -1.090 -2.597 -1.774
C -3.170 0.185 0.185
C 2.389 2.099 -0.957
C 0.747 -0.652 3.508
H 0.607 -1.386 -3.446
H -0.956 0.467 2.409
H -3.024 2.701 1.350
H 1.367 -2.962 -1.927
H -0.410 -2.374 0.145
H 3.712 0.620 -0.118
H -2.291 -1.012 -2.611
H 2.611 1.357 1.035
H 3.245 -1.571 -0.707
H -2.048 2.417 -1.358
H -0.631 2.490 0.282
H -0.884 3.562 -2.001
H -4.218 -0.772 2.424
H -1.993 -2.906 -1.251
H -2.992 -0.264 3.589
H -2.592 -1.468 2.339
H -4.470 1.823 1.871
H -0.501 -0.415 -4.393
H 1.088 3.782 -1.214
H 0.418 -3.436 2.004
H 2.319 1.731 -1.985
H -0.243 2.077 -3.686
H 0.810 0.421 3.626
H 0.973 -3.657 4.658
H 1.339 3.296 0.452
H -0.626 -3.496 -2.179
H 1.718 -0.623 0.836
H 2.355 -0.829 -2.015
H 3.243 2.778 -0.956
H -3.166 2.137 3.027
H -1.835 -2.261 -3.745
H -1.759 1.280 -3.291
H 1.588 -3.127 -0.204
H 1.172 -1.253 5.480
H 0.930 0.585 -2.580
*
```

Expectation value of S² ... 0.758
Gap between HOMO and LUMO (spin up / spin down) ... 8.00 / 8.59 eV

***

5.
A structure of composition C17H35F6N3O3PSbSeTi. Source: the Open Molecules 2025 dataset; level of theory: ωB97M-V with the def2-TZVPD basis set.

```
! RIJCOSX wB97M-V def2-TZVPD def2/J DEFGRID3
* xyz 1 4
Sb 0.970 -1.674 0.045
Se -3.181 -0.573 4.017
Ti -0.702 0.809 0.134
P -1.656 3.163 -1.157
F -2.952 3.079 -2.041
F -2.116 4.449 -0.398
F -1.134 1.706 -1.816
F -0.328 3.015 -0.179
F -0.827 3.945 -2.232
F -2.393 2.191 0.011
O -0.447 2.906 2.702
O 1.589 1.057 -1.513
O 1.329 1.269 1.182
N -2.155 -0.594 -0.653
N -4.071 -1.232 -1.536
N -1.278 0.159 1.876
C 0.514 -3.455 -1.061
C 2.344 2.091 -0.926
C 3.096 -1.873 -0.096
C 1.442 1.488 2.609
C -5.299 -1.184 -2.340
C 1.556 1.154 -2.933
C -3.693 -2.237 -0.670
C 0.026 -3.161 -2.488
C -0.998 4.189 2.956
C -2.521 -1.830 -0.128
C 0.917 2.826 3.026
C -3.134 -0.277 -1.486
C 2.521 1.793 0.540
C -2.037 -0.131 2.684
C 3.649 -1.461 -1.464
C 1.892 -3.507 2.426
C 0.748 -2.580 1.996
H 0.971 0.313 -3.300
H 0.902 0.695 3.110
H 1.705 -3.929 3.418
H 2.496 1.414 2.874
H -4.279 -3.133 -0.528
H 2.011 -4.348 1.736
H -0.194 -3.135 1.956
H -0.243 -4.001 -0.489
H -5.117 -0.607 -3.241
H -6.108 -0.725 -1.778
H 2.813 2.716 1.040
H 1.424 -4.061 -1.063
H -1.909 -2.352 0.587
H -5.582 -2.192 -2.620
H -2.041 4.162 2.650
H 2.848 -2.983 2.473
H 1.860 3.052 -1.087
H 3.566 -1.315 0.716
H -0.935 4.436 4.020
H 3.271 -2.933 0.096
H 3.313 1.058 0.684
H 1.062 2.913 4.109
H 1.085 2.087 -3.245
H 0.607 -1.770 2.714
H 2.568 1.100 -3.341
H -0.217 -4.081 -3.025
H 3.539 -0.390 -1.639
H -0.872 -2.537 -2.484
H 3.341 2.138 -1.373
H -3.190 0.617 -2.087
H 1.481 3.636 2.549
H 0.784 -2.637 -3.075
H 3.141 -1.981 -2.282
H -0.479 4.958 2.378
H 4.711 -1.704 -1.541
*
```

Expectation value of S² ... 3.758
Gap between HOMO and LUMO (spin up / spin down) ... 7.46 / 4.79 eV

***

6.
A structure of composition C17H35F8InN7O13S4. Source: the Open Molecules 2025 dataset; level of theory: ωB97M-V with the def2-TZVPD basis set.

```
! RIJCOSX wB97M-V def2-TZVPD def2/J DEFGRID3
* xyz 1 1
In 1.029 0.074 0.184
S -0.547 -4.860 -0.538
S 1.510 -4.876 -1.716
S -0.843 5.169 0.558
S -1.536 4.089 -1.675
F 0.557 5.876 2.690
F 1.426 4.277 1.443
F 0.505 4.581 -3.458
F -1.456 5.370 -4.056
F 2.335 -3.617 -2.362
F 1.527 6.358 0.804
F -0.908 -4.141 0.831
F -0.338 6.407 -2.505
O -1.683 -4.599 -1.349
O -1.832 4.760 1.586
O -2.801 4.726 -1.363
O -0.275 -6.261 -0.180
O 0.892 0.055 -4.223
O -3.596 -0.462 -0.095
O 4.818 1.250 -1.650
O -1.630 2.787 -2.311
O -1.170 6.420 -0.038
O 0.823 -5.424 -2.860
O 2.598 -5.645 -1.114
O -1.184 0.840 3.985
O 1.681 -2.705 3.625
N 6.374 1.276 -3.312
N -5.319 -1.599 -0.802
N 0.805 -3.872 -0.816
N -0.496 -0.789 -5.794
N 1.980 -3.353 5.771
N -2.478 0.096 5.735
N -0.487 3.909 -0.594
C 2.268 -5.012 4.028
C 6.068 3.262 -1.818
C 1.964 -3.562 4.427
C 6.055 -0.062 -3.840
C -1.729 0.979 5.108
C 1.469 0.447 -6.504
C 0.781 5.428 1.462
C -4.820 -0.487 -0.257
C -1.345 -1.466 -4.900
C -2.742 -1.207 5.215
C 5.713 1.830 -2.264
C 0.588 -0.155 -5.397
C 1.705 -2.057 6.432
C -0.606 5.184 -3.022
C -1.387 2.190 5.978
C -6.721 -1.836 -1.161
C -5.733 0.678 0.187
H -4.612 -2.305 -0.952
H -3.807 -1.176 4.982
H -6.392 0.830 -0.667
H -0.490 2.639 5.551
H -2.597 -1.849 6.084
H 6.784 3.714 -2.504
H 6.462 3.289 -0.803
H 3.340 -5.202 4.094
H 2.564 -1.870 7.077
H 2.266 1.029 -6.041
H 1.848 -0.415 -7.054
H -2.912 0.308 6.622
H -6.755 -2.724 -1.793
H -2.304 2.776 5.920
H -7.091 -0.996 -1.748
H 1.925 -5.148 3.003
H -1.432 -0.971 -3.933
H 5.179 -0.043 -4.489
H -2.196 -1.428 4.297
H 5.819 -0.814 -3.087
H 2.432 -4.133 6.226
H 1.777 -1.266 5.686
H -5.148 1.569 0.414
H -7.403 -1.995 -0.325
H -1.192 1.973 7.028
H 7.003 1.834 -3.871
H -0.570 -0.958 -6.787
H 0.965 1.147 -7.170
H -1.090 -2.514 -4.746
H 0.782 -2.074 7.011
H -6.352 0.406 1.042
H 6.867 -0.458 -4.450
H 1.748 -5.839 4.512
H -2.386 -1.454 -5.224
H 5.161 3.846 -1.978
*
```

Gap between HOMO and LUMO ... 1.75 eV

***

7.
A structure of composition C17H35FN2O6PS. Source: the Open Molecules 2025 dataset; level of theory: ωB97M-V with the def2-TZVPD basis set.

```
! RIJCOSX wB97M-V def2-TZVPD def2/J DEFGRID3
* xyz 0 2
S -1.168 2.497 1.386
P -3.507 -0.405 -0.246
F 0.494 0.828 -3.716
O -2.621 1.930 1.012
O -1.212 3.913 1.469
O -0.646 1.717 2.453
O -0.455 2.096 0.026
O -4.850 -0.232 0.668
O 1.732 -1.433 -0.293
N -4.126 -0.503 -1.853
N 2.604 -2.231 0.195
C -3.014 2.427 -1.325
C -2.650 1.326 -0.310
C 2.725 -1.505 2.552
C 4.037 -1.217 -1.524
C 4.181 -1.098 2.343
C -0.566 0.269 -1.658
C 2.278 -2.625 1.609
C -5.409 2.745 -0.321
C -0.709 0.955 -3.012
C -1.166 0.922 -0.441
C 0.771 -2.830 1.712
C 4.434 -0.726 0.886
C 4.976 -3.012 -0.093
C -3.826 4.683 -0.440
C -4.235 3.353 -1.081
C 2.944 -3.949 2.003
C 4.010 -1.806 -0.117
H -2.139 3.081 -1.364
H -2.970 5.113 -0.962
H 5.577 -3.027 -1.002
H -1.472 0.482 -3.636
H 0.427 -3.567 0.985
H -4.617 3.600 -2.077
H 2.563 -1.838 3.579
H 0.223 -1.906 1.549
H 5.662 -2.980 0.753
H -0.912 -0.766 -1.692
H -3.587 4.572 0.616
H 4.411 -0.239 2.977
H 4.022 -3.877 2.120
H -5.111 2.303 0.628
H 3.438 -0.313 -1.602
H -5.131 -0.619 -1.893
H -5.582 0.197 0.208
H 4.855 -1.899 2.660
H 5.070 -0.970 -1.771
H -3.885 0.277 -2.447
H 2.725 -4.727 1.272
H 2.538 -4.267 2.964
H 3.885 0.193 0.659
H 5.493 -0.511 0.723
H -0.904 2.024 -2.918
H -1.030 0.174 0.353
H -4.645 5.397 -0.546
H 4.443 -3.959 -0.060
H -3.093 2.002 -2.327
H 2.082 -0.633 2.396
H -5.936 1.999 -0.927
H 0.536 -3.196 2.712
H -6.138 3.527 -0.097
H 3.668 -1.938 -2.255
H 0.507 0.205 -1.463
*
```

Expectation value of S² ... 0.754
Gap between HOMO and LUMO (spin up / spin down) ... 8.73 / 9.53 eV

***

One value per record, in order, for F_max: 3.57, 4.32, 4.07, 1.33, 2.45, 8.99, 1.18 eV Å⁻¹.